## one
{"formula": "C4H11NOS2", "method": "wB97M-V/def2-TZVPD", "homo_energy_ev": -8.50, "orbital_gap_ha": 0.3076, "charge": 0, "elements": ["C", "C", "C", "C", "H", "H", "H", "H", "H", "H", "H", "H", "H", "H", "H", "N", "O", "S", "S"], "xyz": [[2.818, 0.727, 0.584], [0.076, -0.425, 0.420], [-0.641, 0.681, -0.343], [-2.080, 0.703, 0.233], [2.500, 1.908, 0.787], [2.970, 0.239, 1.504], [3.792, 1.031, 0.234], [-0.200, -1.598, 0.115], [0.379, -0.092, 1.405], [-0.821, 0.513, -1.402], [-0.680, 2.322, -1.129], [-0.630, 2.507, 0.571], [-2.790, 1.320, -0.417], [-2.134, 1.087, 1.367], [-3.845, -1.058, 1.393], [-0.229, 1.978, -0.281], [2.410, -1.632, -0.051], [1.787, -0.335, -0.423], [-2.865, -0.859, -0.041]], "lowdin_charge": [-0.298, -0.277, -0.682, -0.646, 0.114, 0.019, 0.032, 0.147, 0.086, 0.133, 0.097, 0.131, 0.068, 0.131, 0.047, 0.020, -0.575, 0.845, 0.608]}

***

## two
{"formula": "C4H11NOS2", "method": "wB97M-V/def2-TZVPD", "smiles": "CN[C@@H](CO)CSS", "homo_energy_ev": -8.97, "orbital_gap_ha": 0.3469, "charge": 0, "elements": ["C", "N", "C", "C", "O", "C", "S", "S", "H", "H", "H", "H", "H", "H", "H", "H", "H", "H", "H"], "xyz": [[-1.919, 0.171, 1.325], [-1.623, -0.304, -0.056], [-0.241, 0.122, -0.482], [-0.074, 1.645, -0.156], [0.773, 2.167, -1.132], [0.675, -1.003, 0.043], [2.336, -0.752, -0.795], [3.567, -2.300, -0.445], [-1.394, -0.475, 2.016], [-2.959, 0.210, 1.491], [-1.574, 1.198, 1.457], [-2.372, 0.172, -0.703], [-0.248, 0.050, -1.581], [-0.997, 2.279, -0.108], [0.364, 1.794, 0.879], [1.559, 1.584, -1.165], [0.787, -1.148, 1.038], [0.242, -1.980, -0.511], [3.098, -3.429, -1.115]], "lowdin_charge": [-0.124, -0.112, -0.410, -0.266, -0.084, -0.425, 0.384, 0.266, 0.078, 0.063, 0.051, 0.147, 0.135, 0.130, 0.130, 0.034, 0.025, 0.134, -0.158]}

***

Which structure is the most stable? The one labeled two.

***

## one
{"formula": "CH3N3OS", "method": "wB97M-V/def2-TZVPD", "smiles": "O=CNS.N#N", "homo_energy_ev": -8.94, "orbital_gap_ha": 0.3461, "charge": 0, "elements": ["O", "C", "N", "S", "H", "H", "H", "N", "N"], "xyz": [[0.523, -0.827, 1.276], [0.778, -0.285, 0.215], [0.340, 0.953, -0.106], [-0.729, 1.595, 1.061], [1.423, -0.733, -0.624], [0.906, 1.545, -0.699], [-0.693, 2.753, 0.483], [-1.768, -2.604, -0.588], [-0.779, -2.397, -1.018]], "lowdin_charge": [-0.054, -0.537, -0.372, 0.813, 0.137, 0.099, -0.171, 0.051, 0.033]}

***

## two
{"formula": "CH3N3OS", "method": "wB97M-V/def2-TZVPD", "homo_energy_ev": -9.86, "orbital_gap_ha": 0.3454, "charge": 0, "elements": ["C", "N", "N", "N", "O", "S", "H", "H", "H"], "xyz": [[-1.088, -1.299, 0.718], [1.837, 0.793, -0.225], [2.492, -0.103, -0.067], [1.279, 1.801, -0.446], [-1.278, 0.451, -1.001], [-1.930, -0.748, -0.503], [-1.429, -2.060, 1.377], [-0.324, -0.721, 1.047], [0.443, 1.885, -0.900]], "lowdin_charge": [-0.295, -0.336, 0.174, 0.124, -0.581, 0.897, 0.020, -0.022, 0.019]}

***

Which structure is the most stable? The one labeled one.

***

## one
{"formula": "CH2ClIO", "method": "wB97M-V/def2-TZVPD", "smiles": "ClCOI", "homo_energy_ev": -9.25, "orbital_gap_ha": 0.3211, "charge": 0, "elements": ["Cl", "C", "O", "I", "H", "H"], "xyz": [[-0.987, 0.682, 1.295], [-0.129, -0.527, 0.421], [0.008, 0.060, -1.097], [1.033, 1.673, -1.512], [-0.888, -1.214, 0.045], [0.963, -0.674, 0.847]], "lowdin_charge": [0.572, -0.614, -0.975, 0.831, 0.067, 0.118]}

***

## two
{"formula": "CH2ClIO", "method": "wB97M-V/def2-TZVPD", "homo_energy_ev": -10.30, "orbital_gap_ha": 0.3698, "charge": 0, "elements": ["C", "O", "Cl", "I", "H", "H"], "xyz": [[0.236, 0.237, -0.297], [-0.538, -1.353, -0.160], [1.747, 0.025, 0.644], [-0.957, 1.759, 0.520], [0.530, 0.401, -1.369], [-1.017, -1.067, 0.662]], "lowdin_charge": [-1.106, -0.244, 0.482, 0.824, 0.039, 0.005]}

***

Which structure is the most stable? The one labeled two.

***

## one
{"formula": "C4H14N2O", "method": "wB97M-V/def2-TZVPD", "homo_energy_ev": -18.41, "orbital_gap_ha": 0.3326, "charge": 2, "elements": ["C", "C", "C", "C", "N", "N", "H", "H", "H", "H", "H", "H", "H", "H", "H", "H", "H", "H", "H", "H", "O"], "xyz": [[-0.188, -0.916, 0.068], [0.057, -0.234, -1.266], [0.421, 1.101, -0.652], [1.517, 1.861, -0.923], [-0.712, 1.897, -0.013], [0.255, -3.002, -0.464], [-1.124, -1.332, 0.454], [0.616, -1.116, 0.775], [-0.792, -0.417, -1.911], [0.972, -0.657, -1.683], [1.856, 2.592, -0.199], [2.000, 1.466, -1.822], [-1.536, 1.765, -0.612], [-0.972, 1.595, 0.963], [-0.475, 2.894, -0.069], [0.855, -3.168, -1.270], [-0.598, -3.547, -0.594], [0.670, -3.439, 0.352], [-1.494, 0.315, 3.073], [-0.531, 1.537, 3.180], [-0.798, 0.806, 2.610]], "lowdin_charge": [0.161, -0.121, -0.287, 0.182, 0.229, 0.155, 0.116, 0.113, 0.139, 0.140, 0.110, 0.112, 0.184, 0.119, 0.177, 0.112, 0.110, 0.107, 0.091, 0.086, -0.035]}

***

## two
{"formula": "C4H14N2O", "method": "wB97M-V/def2-TZVPD", "smiles": "[NH3+]CC[C@H]([NH3+])CO", "homo_energy_ev": -18.07, "orbital_gap_ha": 0.4110, "charge": 2, "elements": ["N", "C", "C", "C", "N", "C", "O", "H", "H", "H", "H", "H", "H", "H", "H", "H", "H", "H", "H", "H", "H"], "xyz": [[-1.177, -2.500, 1.719], [-0.019, -1.542, 1.318], [-0.685, -0.354, 0.647], [0.378, 0.562, -0.134], [0.007, 2.111, 0.074], [0.619, 0.277, -1.625], [1.089, 1.531, -2.066], [-1.111, -3.167, 2.541], [-1.498, -3.170, 0.896], [-2.001, -1.904, 1.970], [0.651, -1.269, 2.143], [0.841, -2.049, 0.719], [-1.496, -0.696, -0.185], [-1.124, 0.232, 1.306], [1.383, 0.520, 0.373], [-0.218, 2.331, 0.953], [0.839, 2.614, -0.197], [-0.703, 2.300, -0.650], [-0.354, 0.228, -2.125], [1.107, -0.625, -1.972], [1.409, 1.471, -3.022]], "lowdin_charge": [0.169, -0.131, -0.123, -0.169, 0.274, -0.197, -0.076, 0.201, 0.233, 0.173, 0.141, 0.175, 0.190, 0.057, 0.172, 0.109, 0.162, 0.192, 0.130, 0.146, 0.173]}

***

Which structure is the most stable? The one labeled two.